# 1
# C20H25F2N2

2 unconnected molecules or ions with the total composition C20H25F2N2 in a non-equilibrium geometry (ωB97M-V/def2-TZVPD, the Open Molecules 2025 dataset).

Positions of all 49 atoms, in Å:
C  4.91  1.86  1.80
C  3.59  1.23  1.59
C  2.51  2.03  1.20
F  2.72  3.38  1.08
C  1.25  1.52  0.93
C  1.02  0.13  1.14
C  -0.23  -0.52  0.94
C  -1.52  0.01  1.20
C  -1.68  1.33  1.73
C  -2.95  1.84  1.90
F  -3.10  3.13  2.34
C  -4.11  1.11  1.65
C  -5.43  1.75  1.86
C  -3.96  -0.22  1.19
C  -2.71  -0.74  0.94
C  2.13  -0.69  1.49
C  3.37  -0.15  1.72
H  5.66  1.08  1.98
H  5.25  2.47  0.96
H  4.88  2.50  2.69
H  0.47  2.18  0.56
H  -0.18  -1.60  0.77
H  -0.83  1.94  2.01
H  -6.21  0.99  1.80
H  -5.44  2.21  2.85
H  -5.66  2.53  1.12
H  -4.86  -0.82  1.05
H  -2.61  -1.75  0.52
H  1.95  -1.77  1.59
H  4.20  -0.79  2.02
N  -0.39  -3.22  -0.54
C  0.37  -3.06  -1.77
C  0.03  -1.75  -2.47
C  0.95  -1.39  -3.65
C  1.06  0.15  -3.63
C  0.65  0.56  -2.21
N  0.13  -0.63  -1.54
H  -1.37  -3.42  -0.74
H  -0.02  -3.98  0.02
H  1.44  -3.04  -1.51
H  0.19  -3.88  -2.47
H  -1.02  -1.83  -2.80
H  1.94  -1.84  -3.52
H  0.53  -1.75  -4.60
H  2.07  0.48  -3.87
H  0.36  0.60  -4.34
H  1.52  0.93  -1.66
H  -0.10  1.37  -2.22
H  -0.78  -0.46  -1.10

* E_tot: -1086.08147 Eh
* total charge: +1
* Kohn-Sham gap: 6.507 eV
* spin multiplicity: 1

Okay, here come the Mulliken numbers, in e, for every atom:
1 C -1.459
2 C 0.840
3 C -0.061
4 F -0.354
5 C -0.856
6 C 1.187
7 C -0.470
8 C 0.843
9 C -0.780
10 C 0.143
11 F -0.327
12 C 0.769
13 C -1.475
14 C -0.667
15 C -0.500
16 C -0.973
17 C -0.653
18 H 0.393
19 H 0.322
20 H 0.328
21 H 0.806
22 H 0.436
23 H 0.904
24 H 0.377
25 H 0.348
26 H 0.316
27 H 0.347
28 H 0.328
29 H 0.431
30 H 0.345
31 N -0.450
32 C -0.996
33 C -0.013
34 C -0.765
35 C -0.641
36 C -0.429
37 N 0.161
38 H 0.221
39 H 0.221
40 H 0.416
41 H 0.322
42 H 0.225
43 H 0.322
44 H 0.361
45 H 0.350
46 H 0.274
47 H 0.128
48 H 0.245
49 H 0.162



# 2
# C20H25FIO23PS5

6 unconnected molecules or ions with the total composition C20H25FIO23PS5 in a non-equilibrium geometry (ωB97M-V/def2-TZVPD, the Open Molecules 2025 dataset).

Positions of all 76 atoms, in Å:
O  -0.45  -3.69  1.57
C  -0.94  -2.76  0.89
C  -2.49  -2.37  0.84
F  -3.47  -3.41  0.85
C  -2.85  -0.99  0.74
C  -1.70  0.14  0.68
O  -1.85  1.29  1.21
C  -0.35  -0.32  -0.09
C  0.04  -1.84  0.02
C  1.29  -2.45  -0.64
C  2.21  -1.52  -1.47
C  1.84  -0.01  -1.61
C  0.58  0.62  -0.92
P  0.14  2.46  -1.06
O  1.33  3.24  -0.04
I  0.61  3.29  -3.33
H  -3.96  -0.75  0.68
H  1.51  -3.55  -0.49
H  3.16  -1.91  -1.99
H  2.53  0.66  -2.24
H  1.01  3.13  0.89
O  1.93  1.20  3.68
S  1.82  2.41  4.44
O  2.96  3.13  4.93
O  0.81  2.14  5.67
C  -0.29  3.05  5.60
C  -0.45  3.37  4.12
O  0.88  3.45  3.61
H  -0.03  3.94  6.17
H  -1.18  2.59  6.02
H  -0.98  4.30  3.96
H  -0.95  2.56  3.59
O  -0.15  6.49  -3.63
S  -1.14  6.27  -2.62
O  -0.83  5.67  -1.35
O  -2.38  5.47  -3.28
C  -3.57  6.24  -3.13
C  -3.12  7.69  -3.09
O  -1.90  7.68  -2.34
H  -4.04  5.94  -2.19
H  -4.26  6.05  -3.96
H  -3.86  8.34  -2.61
H  -2.90  8.07  -4.09
O  -6.78  3.55  -2.23
S  -5.76  3.77  -1.25
O  -5.41  5.08  -0.78
O  -4.41  3.02  -1.74
C  -4.00  2.07  -0.76
C  -5.28  1.65  -0.05
O  -6.07  2.84  0.04
H  -3.32  2.57  -0.06
H  -3.49  1.23  -1.22
H  -5.09  1.23  0.94
H  -5.84  0.92  -0.65
O  4.19  -3.33  -2.14
S  5.46  -4.00  -2.21
O  5.95  -4.59  -3.42
O  5.50  -5.12  -1.04
C  6.62  -4.88  -0.18
C  6.84  -3.37  -0.25
O  6.60  -3.02  -1.61
H  7.48  -5.42  -0.57
H  6.40  -5.22  0.83
H  7.86  -3.09  0.05
H  6.12  -2.84  0.38
O  2.61  -8.84  -0.68
S  2.49  -7.64  0.09
O  3.63  -6.92  0.59
O  1.47  -7.91  1.32
C  0.38  -7.00  1.25
C  0.22  -6.67  -0.23
O  1.56  -6.59  -0.73
H  0.64  -6.11  1.82
H  -0.52  -7.45  1.67
H  -0.31  -5.73  -0.39
H  -0.30  -7.48  -0.76

* E_tot: -5237.17226 Eh
* SMILES string: O=C1C(F)=CC(=O)c2c1cccc2P(O)I.O=S1(=O)OCCO1.O=S1(=O)OCCO1.O=S1(=O)OCCO1.O=S1(=O)OCCO1.O=S1(=O)OCCO1
* total charge: 0
* Kohn-Sham gap: 6.598 eV
* spin multiplicity: 1

Okay, here come the Mulliken numbers, in e, for every atom:
1 O -0.520
2 C 0.434
3 C 0.126
4 F -0.294
5 C -0.254
6 C 0.429
7 O -0.444
8 C 0.059
9 C 0.400
10 C -0.755
11 C -0.433
12 C -0.708
13 C 0.617
14 P 0.266
15 O -0.417
16 I -0.163
17 H 0.113
18 H 0.480
19 H 0.650
20 H 0.272
21 H 0.277
22 O -0.507
23 S 1.078
24 O -0.541
25 O -0.306
26 C -0.356
27 C -0.118
28 O -0.260
29 H 0.292
30 H 0.319
31 H 0.330
32 H 0.071
33 O -0.504
34 S 0.864
35 O -0.471
36 O -0.153
37 C -0.016
38 C -0.413
39 O -0.335
40 H 0.006
41 H 0.387
42 H 0.319
43 H 0.313
44 O -0.569
45 S 1.111
46 O -0.600
47 O -0.311
48 C -0.085
49 C -0.356
50 O -0.347
51 H 0.230
52 H 0.238
53 H 0.311
54 H 0.347
55 O -0.515
56 S 0.953
57 O -0.560
58 O -0.229
59 C -0.333
60 C -0.344
61 O -0.317
62 H 0.301
63 H 0.306
64 H 0.323
65 H 0.296
66 O -0.567
67 S 1.095
68 O -0.470
69 O -0.359
70 C -0.249
71 C -0.245
72 O -0.297
73 H 0.255
74 H 0.349
75 H 0.176
76 H 0.329